Record 1
Molecular formula: C50H44BrCl2MgN3O7S2
Method: DFT, the ωB97M-V functional and the def2-TZVPD basis

Each line ends with the Löwdin charge.
Geometry (Å):
Mg 0.91241 0.31371 -1.13407  0.491
C -4.57377 -3.11761 6.85927  -0.045
C -3.67319 -2.59916 5.76720  -0.261
C -2.90356 -3.47292 4.99771  -0.025
C -2.08774 -2.99998 3.98202  -0.050
C -2.05028 -1.64018 3.72938  -0.349
C -2.82812 -0.75134 4.45903  -0.065
C -3.62598 -1.23533 5.48439  -0.027
S -1.02571 -0.95980 2.43046  1.087
O -0.84138 -2.03367 1.38952  -0.481
C 0.54004 -0.95463 3.34368  -0.292
C 1.39257 -2.06811 3.20434  -0.083
C 2.62738 -2.04496 3.77542  -0.001
C 3.07694 -0.90409 4.48947  -0.145
C 4.37522 -0.85171 5.05508  -0.025
C 4.80442 0.26535 5.71010  -0.066
C 3.95226 1.38394 5.84426  -0.057
C 2.68930 1.35754 5.32710  -0.020
C 2.21590 0.21286 4.63560  -0.126
C 0.91187 0.16314 4.05458  -0.151
C -0.05953 1.27928 4.26709  -0.163
C -0.62189 1.46473 5.57313  -0.123
C -0.34822 0.58131 6.64907  -0.014
C -0.92224 0.77179 7.87341  -0.065
C -1.79380 1.85979 8.09501  -0.075
C -2.08700 2.71818 7.07519  -0.031
C -1.52120 2.53844 5.78889  -0.159
C -1.85640 3.39088 4.70501  -0.006
C -1.35562 3.16005 3.46181  -0.044
C -0.44964 2.09968 3.24540  -0.280
S 0.10637 1.86325 1.51701  1.005
O -0.98965 2.44769 0.69184  -0.464
C 1.36201 3.14449 1.67359  -0.359
C 2.62205 2.81375 2.14948  -0.068
C 3.63583 3.75267 2.09082  -0.027
C 3.40704 5.02068 1.56414  -0.271
C 4.53492 6.00214 1.40376  -0.042
C 2.12504 5.34313 1.13287  -0.028
C 1.10453 4.40592 1.17172  -0.067
H -4.23656 -4.08917 7.21914  0.077
H -5.59152 -3.23796 6.47962  0.088
H -4.61268 -2.41810 7.69405  0.079
H -2.95200 -4.53790 5.19577  0.117
H -1.49731 -3.68107 3.37775  0.116
H -2.81314 0.30808 4.22353  0.113
H -4.23136 -0.54703 6.06519  0.120
H 1.04766 -2.92543 2.63642  0.117
H 3.29500 -2.89322 3.67546  0.124
H 5.02144 -1.71480 4.94728  0.116
H 5.80279 0.30115 6.12882  0.107
H 4.30437 2.26557 6.36512  0.109
H 2.03296 2.21304 5.43609  0.126
H 0.31515 -0.25949 6.49139  0.122
H -0.70400 0.08965 8.68568  0.106
H -2.23512 2.00637 9.07278  0.104
H -2.76553 3.55008 7.22890  0.114
H -2.53491 4.21951 4.87571  0.119
H -1.63864 3.76850 2.60989  0.113
H 2.81677 1.82168 2.54372  0.101
H 4.63550 3.48190 2.41321  0.119
H 5.37114 5.75746 2.05822  0.075
H 4.20314 7.02064 1.60837  0.078
H 4.89285 5.96349 0.37119  0.091
H 1.93489 6.32672 0.71667  0.118
H 0.11516 4.63159 0.78778  0.110
O -0.82812 -0.39829 -0.42825  -0.200
C -2.17844 -0.12218 -0.84729  -0.201
C -2.48772 -0.66253 -2.23856  -0.134
C -1.48119 -0.20695 -3.32116  -0.111
C -1.19103 1.26771 -3.23246  -0.253
C -1.86252 2.19055 -4.02191  -0.008
C -1.58995 3.54154 -3.87902  -0.047
C -0.64994 3.93750 -2.94201  -0.034
C -0.00942 2.96668 -2.19672  -0.099
N -0.26910 1.65603 -2.32879  0.079
H -0.81217 -1.22318 0.09390  -0.010
H -2.29386 0.95735 -0.82925  0.106
H -2.87622 -0.54797 -0.12553  0.125
H -3.49187 -0.31795 -2.50521  0.118
H -2.49450 -1.75573 -2.21929  0.119
H -1.87680 -0.45658 -4.30523  0.120
H -0.54593 -0.74458 -3.17803  0.092
H -2.58200 1.84437 -4.75251  0.116
H -2.10651 4.27675 -4.48365  0.110
H -0.40439 4.98015 -2.79261  0.111
H 0.75011 3.24256 -1.47640  0.102
N 1.87104 -0.72921 0.62712  0.086
H 2.73682 -0.93902 0.12561  0.055
H 1.47726 -1.61414 0.93660  0.034
H 2.13559 -0.19518 1.44531  0.034
Br -0.59411 -6.30555 -0.11504  0.721
C 0.73470 -5.51588 -1.21173  -0.667
C 1.59112 -6.31781 -1.94622  -0.194
N 2.54723 -5.80682 -2.72092  0.073
C 2.69349 -4.48402 -2.75407  -0.075
C 1.88671 -3.61110 -2.03440  -0.099
C 0.86908 -4.14146 -1.25533  -0.051
C 2.18939 -2.13416 -1.95469  -0.588
O 3.35966 -1.80870 -1.71477  0.030
O 1.18113 -1.34633 -2.06395  -0.101
H 1.51534 -7.39859 -1.90673  0.100
H 3.48922 -4.09460 -3.37955  0.124
H 0.21844 -3.49425 -0.67895  0.104
Cl 2.73136 1.12041 -3.92269  0.635
C 3.92247 1.38678 -2.61584  -0.971
Cl 5.33239 2.22737 -3.25687  0.607
C 3.22409 2.19265 -1.47038  -0.694
O 3.58124 3.33059 -1.24612  0.037
O 2.29104 1.53881 -0.83688  -0.150
H 4.21927 0.40308 -2.27132  0.042

Properties
- HOMO-LUMO gap: 0.306 Eh
- Total charge: 0
- LUMO energy: -0.37 eV

***

Record 2
Molecular formula: C5H12O
Method: DFT, the ωB97M-V functional and the def2-TZVPD basis

Each line ends with the Löwdin charge.
Geometry (Å):
C 1.61480 -0.24001 0.78059  -0.106
C 0.45668 0.47287 0.06178  -0.420
C 0.77423 1.72395 -0.72946  -0.099
C -0.83320 0.59040 0.67068  -0.053
C -1.52530 -1.25315 0.15195  -0.246
O -2.49910 -1.22011 -0.84894  -0.238
H 1.56767 -1.15366 1.41495  0.083
H 2.00338 0.49912 1.48685  0.074
H 2.36253 -0.50105 0.03946  0.048
H 0.92764 -1.29725 -1.85680  0.120
H 1.22526 2.45502 -0.03635  0.087
H -0.04310 2.28264 -1.23509  0.091
H 1.50096 1.41933 -1.44954  0.049
H -0.83374 0.73026 1.77251  0.107
H -1.54660 1.27503 0.19505  0.085
H -2.08227 -1.37195 1.03961  0.039
H -0.62989 -1.90331 0.39827  0.096
H -2.43994 -2.50814 -1.85551  0.283

Properties
- HOMO-LUMO gap (spin up / spin down): 0.200 / 0.314 Eh
- Total charge: 0
- LUMO energy (spin up / spin down): -1.37 / -0.51 eV

***

Record 3
Molecular formula: C4H9OS
Method: DFT, the ωB97M-V functional and the def2-TZVPD basis

Each line ends with the Löwdin charge.
Geometry (Å):
O 3.25349 -0.05090 -0.29956  -0.373
C 2.15204 0.64084 -0.52662  -0.596
C 0.84449 -0.16074 -0.01260  -0.265
C -0.51281 0.44365 -0.26058  -0.273
C -1.55848 -0.63098 0.35535  -0.567
S -3.10024 0.15339 0.91454  0.652
H 2.01132 0.92403 -1.60798  0.076
H 2.20369 1.54710 0.13994  0.070
H 1.27871 -1.08689 -0.48082  0.100
H 1.12131 -0.45518 1.01364  0.096
H -0.45046 1.42842 0.14099  0.075
H -0.71203 0.85195 -1.25991  0.100
H -1.09853 -1.39848 0.96998  0.058
H -1.78638 -1.30315 -0.50705  0.063
H -3.64612 -0.90308 1.42068  -0.215

Properties
- HOMO-LUMO gap: 0.185 Eh
- Total charge: -1
- LUMO energy: 2.89 eV

***

Record 4
Molecular formula: C17H34N8O2Ti
Method: DFT, the ωB97M-V functional and the def2-TZVPD basis

Each line ends with the Löwdin spin population.
Geometry (Å):
Ti 0.59145 0.09166 -0.65937  1.174
C 1.46461 -0.80230 4.28181  0.000
C 1.31385 0.57225 3.63526  0.000
C 2.60426 0.98029 2.92583  0.000
C 0.05287 0.71642 2.78915  0.001
C -1.09966 -0.02199 3.06756  0.003
C -2.31679 0.26553 2.45938  0.000
C -2.43989 1.29739 1.53169  0.002
C -3.76602 1.63889 0.91346  0.000
C -1.28017 1.99523 1.19961  -0.001
C -0.05695 1.71318 1.80681  0.000
H 2.38817 -0.84289 4.85666  0.000
H 1.51606 -1.60200 3.53559  0.000
H 0.65395 -1.04349 4.96682  0.000
H 1.17245 1.29639 4.44740  0.000
H 2.83792 0.34876 2.06444  0.000
H 3.44198 0.89214 3.61606  0.000
H 2.59167 2.00866 2.57160  0.000
H -1.07443 -0.79837 3.82029  0.000
H -3.19657 -0.29627 2.75257  0.000
H -4.55766 1.65319 1.66139  0.000
H -4.06483 0.90874 0.15509  0.000
H -3.74157 2.62392 0.44814  0.000
H -1.32860 2.81691 0.49338  0.000
H 0.78877 2.34793 1.58250  0.000
N -2.24443 2.05830 -2.32368  0.002
N -1.30552 2.83035 -3.01285  0.020
C 0.02031 2.72083 -2.77708  0.033
N 0.83430 3.48518 -3.50362  0.020
N 0.41100 1.92783 -1.78048  0.044
N 1.79007 1.66779 -1.67171  0.261
O 2.08880 1.29197 -0.39236  0.058
O 2.63125 1.68993 -2.56293  0.302
H -2.88446 1.66454 -3.00334  0.000
H -2.77251 2.65197 -1.69308  0.000
H -1.62871 3.57204 -3.61454  0.001
H 0.47404 4.03837 -4.26310  0.001
H 1.82866 3.32896 -3.45974  0.001
N 1.08743 -1.56785 0.72117  0.010
C 1.23473 -3.01712 0.38805  0.003
C 0.17659 -3.55845 -0.56009  0.000
C -1.28050 -3.17412 -0.27252  0.000
C -1.84252 -2.04227 -1.12071  0.000
N -1.46110 -0.68516 -0.63227  0.002
H 1.94114 -1.27272 1.19390  0.002
H 0.39147 -1.48240 1.46284  0.002
H 1.21380 -3.57796 1.32550  0.000
H 2.22804 -3.14906 -0.04105  0.000
H 0.26853 -4.64442 -0.51113  0.000
H 0.41306 -3.29442 -1.59189  0.000
H -1.44253 -2.95914 0.79040  0.000
H -1.90865 -4.04237 -0.47608  0.000
H -2.93302 -2.10080 -1.12902  0.000
H -1.50188 -2.12869 -2.15425  0.000
H -1.84376 -0.56948 0.30763  0.001
H -1.94452 0.02538 -1.18860  0.002
C 2.89819 -1.51155 -4.26400  0.008
C 1.96265 -1.21851 -3.19688  0.032
N 1.21911 -0.99142 -2.35023  0.009
H 2.51222 -1.09456 -5.19369  0.002
H 3.02400 -2.58928 -4.35858  0.001
H 3.84986 -1.04188 -4.01306  0.001

Properties
- Spin multiplicity: 3
- HOMO-LUMO gap (spin up / spin down): 0.273 / 0.298 Eh
- Total charge: +2
- ⟨S²⟩: 2.013
- LUMO energy (spin up / spin down): -6.12 / -6.47 eV